{
  "formula": "C26H35N5O2",
  "method": "ωB97M-V/def2-TZVPD",
  "symbols": ["C", "C", "C", "C", "N", "N", "C", "C", "O", "N", "C", "C", "C", "N", "C", "C", "C", "C", "C", "C", "C", "O", "C", "C", "C", "N", "C", "C", "C", "C", "C", "C", "C", "H", "H", "H", "H", "H", "H", "H", "H", "H", "H", "H", "H", "H", "H", "H", "H", "H", "H", "H", "H", "H", "H", "H", "H", "H", "H", "H", "H", "H", "H", "H", "H", "H", "H", "H"],
  "positions_angstrom": [[2.76888, -3.38409, 2.83001], [2.57470, -2.09273, 2.11869], [3.09389, -1.67368, 0.90903], [3.91511, -2.24630, -0.09842], [4.21546, -1.60066, -1.16914], [3.77090, -0.35084, -1.36732], [4.16525, 0.21463, -2.64776], [2.97149, 0.20793, -3.62371], [2.83478, -0.63555, -4.48353], [2.13360, 1.23744, -3.41204], [0.80769, 1.30853, -3.98220], [-0.23960, 1.05679, -2.89688], [-1.66913, 1.25926, -3.42661], [-2.76323, 1.16362, -2.49202], [-3.06513, -0.15077, -1.97124], [-2.36385, -0.50046, -0.65095], [-2.66960, 0.57222, 0.38775], [-2.26983, 1.93799, -0.16058], [-2.99047, 2.20056, -1.49711], [-2.67884, 3.60148, -2.01269], [2.99813, 0.38874, -0.49518], [2.68314, 1.55080, -0.75322], [2.62998, -0.33556, 0.69227], [1.84025, 0.00703, 1.77212], [1.11104, 1.27038, 2.03608], [1.82684, -1.06126, 2.61906], [1.06226, -1.09610, 3.83851], [-0.41167, -1.33245, 3.59116], [-1.36117, -0.68268, 4.36843], [-2.71021, -0.92029, 4.17238], [-3.12373, -1.81263, 3.19816], [-2.18241, -2.45937, 2.41624], [-0.83371, -2.21710, 2.60723], [3.32757, -3.24173, 3.75709], [3.33583, -4.05807, 2.19409], [1.81790, -3.85829, 3.07443], [4.32451, -3.24197, -0.02257], [4.52120, 1.23663, -2.49551], [4.95551, -0.42100, -3.04641], [2.28088, 1.77660, -2.56052], [0.74510, 0.55716, -4.77234], [0.66243, 2.30117, -4.42247], [-0.11673, 0.03813, -2.52519], [-0.04616, 1.74548, -2.07244], [-1.85585, 0.51055, -4.20421], [-1.72419, 2.23859, -3.90703], [-2.81910, -0.89046, -2.73564], [-4.14956, -0.19136, -1.79856], [-1.28483, -0.56298, -0.79671], [-2.71444, -1.47431, -0.30508], [-2.14124, 0.35973, 1.32058], [-3.74095, 0.56920, 0.60644], [-1.18914, 1.97212, -0.30235], [-2.54069, 2.72185, 0.55008], [-4.07210, 2.15607, -1.28720], [-3.03944, 4.33482, -1.29495], [-3.17823, 3.77730, -2.96177], [-1.60932, 3.74813, -2.13849], [1.28185, 1.94356, 1.20063], [0.04076, 1.09135, 2.14246], [1.46972, 1.74993, 2.94804], [1.19684, -0.14913, 4.37014], [1.45412, -1.89693, 4.47295], [-1.04275, 0.01241, 5.13246], [-3.43884, -0.40635, 4.78125], [-4.17576, -2.00016, 3.04624], [-2.49706, -3.15799, 1.65563], [-0.10861, -2.71493, 1.98040]],
  "nbo_charge": [-0.65, 0.15, -0.09, 0.02, -0.22, -0.24, -0.31, 0.66, -0.62, -0.62, -0.22, -0.43, -0.19, -0.46, -0.21, -0.42, -0.40, -0.41, -0.03, -0.61, 0.65, -0.68, -0.22, 0.22, -0.67, -0.30, -0.25, 0.05, -0.23, -0.20, -0.21, -0.19, -0.25, 0.22, 0.24, 0.22, 0.20, 0.22, 0.25, 0.43, 0.23, 0.19, 0.20, 0.20, 0.19, 0.19, 0.20, 0.18, 0.20, 0.20, 0.21, 0.19, 0.20, 0.20, 0.18, 0.21, 0.21, 0.20, 0.27, 0.23, 0.22, 0.22, 0.23, 0.21, 0.22, 0.22, 0.22, 0.22],
  "homo_energy_ev": -7.75,
  "spin_multiplicity": 1,
  "e_above_lowest_kj_mol": 11.8
}

=====

{
  "formula": "C63H160N8O21",
  "method": "ωB97M-V/def2-TZVPD",
  "symbols": ["C", "C", "C", "O", "H", "H", "H", "H", "H", "H", "H", "H", "C", "C", "C", "O", "H", "H", "H", "H", "H", "H", "H", "H", "C", "C", "C", "O", "H", "H", "H", "H", "H", "H", "H", "H", "C", "C", "C", "O", "H", "H", "H", "H", "H", "H", "H", "H", "C", "C", "C", "O", "H", "H", "H", "H", "H", "H", "H", "H", "C", "O", "C", "C", "N", "C", "C", "O", "C", "H", "H", "H", "H", "H", "H", "H", "H", "H", "H", "H", "H", "H", "H", "H", "C", "O", "C", "C", "N", "C", "C", "O", "C", "H", "H", "H", "H", "H", "H", "H", "H", "H", "H", "H", "H", "H", "H", "H", "C", "O", "C", "C", "N", "C", "C", "O", "C", "H", "H", "H", "H", "H", "H", "H", "H", "H", "H", "H", "H", "H", "H", "H", "C", "O", "C", "C", "N", "C", "C", "O", "C", "H", "H", "H", "H", "H", "H", "H", "H", "H", "H", "H", "H", "H", "H", "H", "C", "O", "C", "C", "N", "C", "C", "O", "C", "H", "H", "H", "H", "H", "H", "H", "H", "H", "H", "H", "H", "H", "H", "H", "C", "O", "C", "C", "N", "C", "C", "O", "C", "H", "H", "H", "H", "H", "H", "H", "H", "H", "H", "H", "H", "H", "H", "H", "C", "O", "C", "C", "N", "C", "C", "O", "C", "H", "H", "H", "H", "H", "H", "H", "H", "H", "H", "H", "H", "H", "H", "H", "C", "O", "C", "C", "N", "C", "C", "O", "C", "H", "H", "H", "H", "H", "H", "H", "H", "H", "H", "H", "H", "H", "H", "H"],
  "positions_angstrom": [[1.37517, 5.24257, -16.96797], [0.78163, 6.42834, -16.17744], [0.12448, 5.94425, -14.91571], [1.84760, 7.37975, -15.87947], [1.74790, 5.68520, -17.89168], [0.70653, 4.43838, -17.27504], [2.32659, 4.84627, -16.61323], [-0.01975, 6.90987, -16.73783], [-0.31334, 6.80146, -14.40422], [0.81577, 5.44518, -14.23663], [-0.64885, 5.19942, -15.10359], [2.37215, 6.97552, -15.18446], [2.86628, 1.89465, -12.12253], [3.04622, 1.29025, -13.52544], [1.93182, 1.60181, -14.52028], [4.26971, 1.80351, -14.04708], [2.90575, 2.98242, -12.17992], [3.75851, 1.70613, -11.52547], [1.93689, 1.60188, -11.63403], [3.20550, 0.21666, -13.42473], [2.28102, 1.28739, -15.50379], [1.63307, 2.64751, -14.44705], [1.04825, 0.99193, -14.33194], [4.53739, 1.24881, -14.78346], [4.18710, 7.84126, -19.35638], [5.31175, 8.54593, -18.64412], [6.66156, 8.12847, -19.23977], [5.19708, 9.93520, -18.74801], [3.24288, 7.90402, -18.81544], [4.40974, 6.78831, -19.52907], [3.97996, 8.36598, -20.28904], [5.28597, 8.20348, -17.60964], [6.83050, 7.05298, -19.18609], [7.46904, 8.74835, -18.85012], [6.57254, 8.22968, -20.32140], [4.33538, 10.27458, -18.49522], [-2.50421, 5.44275, -19.03437], [-3.13657, 5.62892, -17.67742], [-3.25036, 7.13523, -17.45882], [-4.37091, 4.94403, -17.44600], [-2.24982, 4.38835, -19.14223], [-1.66920, 6.13040, -19.16853], [-3.22541, 5.66296, -19.82144], [-2.46227, 5.24597, -16.91140], [-3.77829, 7.58081, -18.30194], [-2.26548, 7.59545, -17.37946], [-3.84421, 7.26117, -16.55351], [-4.59027, 5.14192, -16.53259], [-3.05512, 5.61932, -13.26615], [-4.25250, 4.86445, -13.88696], [-4.88803, 4.00150, -12.83982], [-5.17817, 5.74041, -14.49684], [-3.26892, 6.38931, -12.52486], [-2.56692, 6.12746, -14.09775], [-2.36903, 4.92203, -12.78536], [-3.89267, 4.18308, -14.65791], [-4.20248, 3.29718, -12.36860], [-5.77750, 3.47186, -13.18104], [-5.33535, 4.49904, -11.97932], [-5.04898, 6.60355, -14.09695], [1.60690, 6.56990, -21.17531], [0.78162, 5.73074, -21.84693], [-0.01790, 6.32496, -22.90070], [-0.88583, 5.24734, -23.64150], [-1.60075, 5.73684, -24.81599], [-2.33172, 4.74553, -25.59804], [-1.40889, 3.92279, -26.53293], [-2.20517, 2.97222, -27.22524], [-1.57488, 2.14349, -28.18884], [1.13653, 7.52049, -20.92383], [2.51205, 6.70361, -21.76770], [1.79872, 6.10028, -20.21056], [0.61037, 6.79784, -23.65552], [-0.73643, 7.07193, -22.56330], [-1.63315, 4.86556, -22.94590], [-0.25681, 4.40973, -23.94289], [-2.15393, 6.56554, -24.65058], [-3.13560, 5.21423, -26.16568], [-2.81077, 4.07682, -24.88290], [-0.57110, 3.47383, -25.99941], [-0.87988, 4.53924, -27.25974], [-0.89361, 1.57693, -27.55402], [-0.95965, 2.73401, -28.86772], [-2.24059, 1.52590, -28.79175], [-1.94447, 1.75547, -16.53239], [-1.36377, 1.58413, -15.24058], [-2.32564, 1.12013, -14.22165], [-1.68326, 1.06088, -12.82225], [-1.50274, 2.40894, -12.37862], [-1.11727, 2.50916, -10.97934], [-0.67703, 3.97933, -10.73837], [0.24542, 4.34099, -11.75340], [0.72904, 5.64810, -11.54479], [-2.05801, 0.74939, -16.93613], [-1.29307, 2.30930, -17.20845], [-2.86110, 2.34468, -16.55920], [-2.93101, 0.26677, -14.52729], [-3.12696, 1.85901, -14.21609], [-0.72570, 0.55349, -12.93946], [-2.24296, 0.47568, -12.09261], [-0.86114, 2.93590, -12.95375], [-0.23214, 1.89275, -10.82221], [-1.84041, 2.11655, -10.26447], [-0.29695, 4.03657, -9.71839], [-1.52925, 4.65421, -10.81805], [1.22312, 5.69560, -10.57437], [-0.08447, 6.36503, -11.65574], [1.42023, 5.85663, -12.36141], [3.91459, 3.57257, -21.00815], [3.67168, 4.12221, -19.72047], [4.45967, 3.71975, -18.57503], [5.95206, 4.11656, -18.72478], [6.90587, 3.22907, -18.04490], [6.74807, 3.14669, -16.55975], [6.90213, 4.44357, -15.83896], [8.09642, 5.02040, -16.31542], [8.22030, 6.39360, -15.99372], [3.13657, 3.91692, -21.68948], [3.95384, 2.49412, -21.16143], [4.81920, 3.94867, -21.48598], [4.32924, 2.64058, -18.49453], [4.08033, 4.16788, -17.65667], [6.07947, 5.14608, -18.39021], [6.31212, 4.16612, -19.75240], [7.88685, 3.41934, -18.19172], [7.58928, 2.52170, -16.25998], [5.80419, 2.65522, -16.32389], [6.92230, 4.24671, -14.76708], [6.07452, 5.10025, -16.10718], [7.55149, 7.01870, -16.58536], [9.23359, 6.78151, -16.09805], [8.04906, 6.43060, -14.91789], [-8.89579, 7.52346, -10.33658], [-8.38561, 7.88784, -11.64856], [-7.00506, 7.81127, -11.81159], [-6.67782, 8.42520, -13.14829], [-5.22498, 8.33655, -13.39888], [-4.72355, 9.11314, -14.49213], [-3.17963, 9.27232, -14.54607], [-2.92068, 9.80303, -15.80171], [-1.59553, 10.20949, -15.91578], [-8.33551, 7.99660, -9.53016], [-8.80213, 6.43969, -10.26750], [-9.93972, 7.83594, -10.31101], [-6.67088, 6.77464, -11.85427], [-6.41626, 8.30663, -11.03956], [-6.78466, 9.50311, -13.02661], [-7.11301, 8.01723, -14.06058], [-4.70080, 8.56237, -12.56561], [-5.12963, 10.12285, -14.43154], [-5.10799, 8.67205, -15.41177], [-2.70930, 8.29437, -14.44365], [-2.84154, 9.89846, -13.72039], [-1.40160, 11.05931, -15.26135], [-1.34041, 10.61287, -16.89573], [-0.85508, 9.41805, -15.79976], [0.78207, 0.27627, -25.10955], [0.85554, 0.81577, -23.80236], [-0.36238, 1.26825, -23.29379], [-0.06583, 2.12558, -22.03319], [0.26143, 1.17703, -20.93997], [0.86923, 1.85677, -19.75457], [0.94393, 0.80420, -18.63708], [2.03295, -0.03825, -18.92779], [2.71133, -0.67647, -17.86848], [1.81132, 0.04512, -25.38399], [0.53629, 0.96518, -25.91770], [0.29174, -0.69312, -25.19869], [-1.03289, 0.41838, -23.16642], [-0.75794, 1.93662, -24.05858], [-0.94023, 2.71774, -21.76326], [0.70604, 2.87705, -22.19934], [0.84102, 0.46043, -21.35308], [0.21630, 2.66359, -19.42170], [1.84614, 2.29789, -19.95244], [0.06628, 0.16035, -18.57979], [1.01258, 1.26621, -17.65223], [3.55862, -1.19564, -18.31643], [2.13684, -1.41382, -17.30778], [3.04250, 0.03389, -17.11097], [-3.76389, 10.69213, -6.91917], [-2.36854, 10.64040, -7.31819], [-1.74741, 11.92363, -7.22401], [-0.24379, 11.75862, -7.46127], [0.12960, 11.87810, -8.86818], [-0.50522, 10.89437, -9.76134], [0.13372, 10.78951, -11.14788], [-0.70052, 9.89611, -11.81974], [-0.03780, 9.29124, -12.91767], [-3.85489, 10.70581, -5.83306], [-4.27363, 9.76409, -7.17805], [-4.30187, 11.46544, -7.46751], [-1.94318, 12.23615, -6.19829], [-2.20395, 12.60776, -7.93931], [0.11434, 10.85034, -6.97664], [0.31977, 12.51722, -6.91810], [1.10065, 11.61151, -8.94616], [-1.55870, 11.07569, -9.97442], [-0.45955, 9.93573, -9.24459], [1.18379, 10.50385, -11.08577], [0.19175, 11.66200, -11.79864], [-0.75522, 8.61743, -13.38606], [0.68495, 8.49901, -12.72247], [0.26101, 10.00828, -13.68230], [3.67806, 10.86405, -12.95598], [4.08193, 9.52887, -12.94050], [4.36566, 9.05568, -14.26112], [4.72832, 7.56001, -14.32559], [3.66693, 6.66004, -13.90671], [4.07495, 5.21930, -13.67720], [4.99958, 5.13589, -12.43657], [4.33362, 5.66284, -11.28960], [5.13147, 5.79595, -10.11463], [4.48289, 11.53418, -13.25810], [3.35541, 11.11120, -11.94459], [2.90868, 11.08754, -13.69504], [5.22448, 9.63299, -14.60352], [3.56759, 9.16642, -14.99524], [5.60540, 7.35952, -13.71025], [5.05341, 7.29224, -15.33094], [3.33718, 7.07876, -13.04878], [4.59664, 4.81442, -14.54439], [3.14809, 4.69993, -13.43372], [5.91388, 5.66227, -12.71059], [5.25408, 4.09293, -12.24799], [5.69060, 4.86472, -10.02362], [4.51036, 6.03367, -9.25102], [5.86081, 6.57793, -10.32596], [5.37655, 14.82533, -17.85146], [4.35725, 13.84428, -17.61466], [4.05120, 13.16511, -18.83951], [2.72694, 12.37186, -18.59232], [2.81883, 11.32458, -17.58359], [1.57011, 10.65194, -17.26080], [1.11083, 9.82372, -18.50827], [0.15080, 10.58126, -19.22319], [-0.59341, 9.85604, -20.16496], [5.54307, 15.31459, -16.89178], [5.06121, 15.65274, -18.48711], [6.22106, 14.44493, -18.42608], [4.85811, 12.49582, -19.13794], [3.89936, 13.89333, -19.63622], [2.36279, 11.87095, -19.48931], [1.98628, 13.15684, -18.43957], [2.98738, 11.84131, -16.73231], [0.82931, 11.24439, -16.72386], [1.77722, 9.90096, -16.49841], [0.64519, 8.89444, -18.18007], [1.91321, 9.46783, -19.15451], [-1.01123, 8.98035, -19.66829], [-0.01383, 9.49181, -21.01321], [-1.37350, 10.48981, -20.58674]],
  "lowdin_charge": [-0.03, -0.43, -0.05, -0.08, 0.05, 0.08, 0.06, 0.11, 0.06, 0.06, 0.08, 0.01, -0.03, -0.46, -0.03, -0.07, 0.05, 0.08, 0.07, 0.13, 0.05, 0.08, 0.06, 0.07, -0.05, -0.51, -0.05, -0.04, 0.06, 0.07, 0.09, 0.11, 0.06, 0.08, 0.08, 0.04, -0.05, -0.50, -0.04, -0.03, 0.07, 0.07, 0.09, 0.12, 0.09, 0.07, 0.06, 0.04, -0.03, -0.47, -0.07, -0.05, 0.08, 0.05, 0.05, 0.12, 0.06, 0.08, 0.07, 0.02, -0.15, -0.19, -0.16, -0.20, -0.09, -0.18, -0.21, -0.21, -0.09, 0.07, 0.10, 0.08, 0.12, 0.11, 0.11, 0.10, 0.11, 0.12, 0.11, 0.10, 0.12, 0.06, 0.08, 0.09, -0.10, -0.21, -0.17, -0.20, -0.07, -0.18, -0.21, -0.21, -0.10, 0.09, 0.07, 0.08, 0.12, 0.09, 0.10, 0.12, 0.10, 0.09, 0.12, 0.12, 0.11, 0.10, 0.09, 0.05, -0.11, -0.22, -0.16, -0.19, -0.05, -0.18, -0.25, -0.18, -0.08, 0.08, 0.09, 0.08, 0.12, 0.10, 0.08, 0.11, 0.10, 0.12, 0.10, 0.12, 0.10, 0.07, 0.09, 0.08, -0.07, -0.18, -0.25, -0.16, -0.12, -0.19, -0.22, -0.17, -0.13, 0.08, 0.08, 0.09, 0.12, 0.12, 0.12, 0.14, 0.12, 0.12, 0.12, 0.10, 0.12, 0.10, 0.08, 0.08, -0.11, -0.19, -0.22, -0.19, -0.04, -0.16, -0.22, -0.19, -0.10, 0.08, 0.06, 0.09, 0.13, 0.10, 0.10, 0.10, 0.10, 0.10, 0.09, 0.12, 0.10, 0.09, 0.08, 0.06, -0.09, -0.22, -0.22, -0.21, -0.06, -0.19, -0.24, -0.18, -0.11, 0.08, 0.08, 0.09, 0.11, 0.12, 0.12, 0.11, 0.10, 0.12, 0.12, 0.10, 0.13, 0.05, 0.08, 0.09, -0.13, -0.17, -0.18, -0.19, -0.06, -0.12, -0.22, -0.21, -0.08, 0.09, 0.08, 0.08, 0.13, 0.10, 0.10, 0.10, 0.10, 0.10, 0.09, 0.10, 0.11, 0.08, 0.09, 0.09, -0.11, -0.19, -0.20, -0.18, -0.06, -0.17, -0.19, -0.20, -0.11, 0.09, 0.08, 0.09, 0.11, 0.12, 0.11, 0.12, 0.11, 0.11, 0.09, 0.10, 0.10, 0.08, 0.07, 0.09],
  "homo_energy_ev": -8.38,
  "spin_multiplicity": 1,
  "e_above_lowest_kj_mol": 68.7
}